Computed, not measured: a 2-piece molecular cluster, C25H37N2O4PS2 overall at a distorted geometry, with ωB97M-V with the def2-TZVPD basis set.

XYZ file:
```
71
Properties=species:S:1:pos:R:3
C -6.911 -0.074 -2.707
C -6.741 -1.453 -2.833
C -5.965 -2.157 -1.916
C -5.286 -1.465 -0.927
S -4.300 -2.465 0.220
C -2.618 -2.445 -0.361
C -1.720 -1.570 0.398
S -2.128 -2.803 -2.015
C -1.270 -1.349 -2.704
C -2.006 -0.284 -3.225
C -1.347 0.837 -3.746
C 0.048 0.900 -3.747
C 0.784 -0.188 -3.286
C 0.133 -1.318 -2.771
O -1.105 -3.830 -1.944
O -3.293 -2.974 -2.862
O -4.378 -1.667 1.428
O -4.807 -3.823 0.227
C -5.394 -0.073 -0.809
C -6.218 0.612 -1.707
H -7.587 0.462 -3.377
H -7.234 -2.010 -3.618
H -5.861 -3.237 -1.969
H -0.696 -2.004 0.415
H -2.039 -1.554 1.446
H -3.097 -0.341 -3.254
H -1.932 1.663 -4.142
H 0.559 1.802 -4.101
H 1.872 -0.181 -3.323
H 0.704 -2.173 -2.432
H -4.863 0.449 -0.015
H -6.299 1.692 -1.631
C 3.721 1.751 -1.810
C 3.709 0.999 -0.485
C 4.344 -0.399 -0.571
C 4.417 1.909 0.537
N 2.289 0.780 -0.069
C 1.356 1.929 -0.086
C 1.274 2.690 1.222
C 1.099 1.803 2.448
N 2.090 0.698 2.490
C 2.359 0.018 3.794
C 3.133 1.026 4.622
C 3.157 -1.256 3.495
C 1.056 -0.349 4.488
P 2.150 -0.309 1.174
H -1.872 -0.577 -0.002
H 3.339 2.775 -1.664
H 4.770 1.843 -2.132
H 3.123 1.253 -2.587
H 4.403 -0.895 0.423
H 3.759 -1.053 -1.241
H 5.369 -0.323 -0.957
H 4.159 1.652 1.584
H 5.502 1.810 0.379
H 4.128 2.957 0.339
H 1.698 2.612 -0.866
H 0.367 1.530 -0.381
H 2.168 3.316 1.336
H 0.416 3.370 1.170
H 1.190 2.392 3.369
H 0.080 1.375 2.437
H 2.487 1.860 4.918
H 3.512 0.542 5.525
H 3.982 1.427 4.053
H 2.545 -1.972 2.906
H 4.090 -1.034 2.951
H 3.413 -1.763 4.430
H 0.424 -0.990 3.863
H 1.298 -0.915 5.392
H 0.488 0.536 4.799
```

The molecular weight comes out at 524.69 g/mol. As for the multiplicity: 1. The value obtained for the LUMO energy is -3.057 eV.


Computed, not measured: C25H37N2OPSSiTc as an isolated structure at a distorted geometry, with ωB97M-V with the def2-TZVPD basis set.

XYZ file:
```
69
Properties=species:S:1:pos:R:3
Tc -0.559 0.389 -0.819
Si -1.949 -1.553 -0.151
P -1.960 0.666 -2.862
N -1.615 1.510 0.089
H 2.567 -1.448 -1.543
C -1.426 1.882 -4.164
H -2.155 1.954 -4.992
H -0.447 1.571 -4.566
H -1.307 2.874 -3.695
C -2.240 -0.856 -3.876
H -2.830 -0.643 -4.785
H -2.771 -1.598 -3.256
H -1.262 -1.279 -4.160
C -3.671 1.235 -2.479
H -4.311 1.238 -3.378
H -3.618 2.251 -2.053
H -4.095 0.563 -1.715
C -1.276 -3.208 -0.858
H -0.206 -3.335 -0.615
H -1.366 -3.235 -1.958
H -1.826 -4.074 -0.445
H -2.080 -1.797 1.340
H -3.402 -1.514 -0.583
C -2.392 2.354 0.831
C -2.872 4.572 1.743
C -2.062 3.728 0.976
C -3.557 1.860 1.478
C -4.355 2.716 2.241
C -4.021 4.074 2.379
H -2.605 5.629 1.845
H -1.164 4.105 0.476
H -3.803 0.800 1.363
H -5.250 2.320 2.735
H -4.651 4.739 2.979
C 2.027 -0.958 -2.386
O 0.859 -0.371 -1.879
C 2.940 0.125 -2.975
H 3.415 -0.243 -3.902
H 3.736 0.404 -2.263
H 2.353 1.026 -3.220
C 1.656 -2.034 -3.413
H 1.606 -1.607 -4.430
H 0.674 -2.473 -3.165
H 2.402 -2.846 -3.405
N 0.351 -0.154 0.850
S 0.765 -1.575 1.477
C 2.542 -1.483 1.086
C 3.242 -0.287 0.812
C 4.614 -0.320 0.543
C 5.304 -1.533 0.553
C 4.623 -2.720 0.830
C 3.251 -2.694 1.092
C 0.905 -0.881 3.178
C 2.038 -1.102 3.989
C 2.144 -0.493 5.244
C 1.124 0.337 5.712
C -0.012 0.550 4.933
C -0.127 -0.059 3.680
H 0.659 0.699 1.342
H 2.755 0.675 0.798
H 5.145 0.599 0.329
H 6.367 -1.554 0.350
H 5.159 -3.660 0.844
H 2.738 -3.622 1.311
H 2.853 -1.727 3.656
H 3.025 -0.656 5.852
H 1.216 0.818 6.678
H -0.802 1.196 5.294
H -1.012 0.135 3.086
```

The molecular weight comes out at 570.71 g/mol. Its expectation value of S² is 3.79. As for the energy above the lowest of the compared OMol25 structures with the same formula, charge and spin: 0.00 kcal/mol. As for the multiplicity: 4. The value obtained for the LUMO energy (alpha / beta) is 0.047 / 0.008 eV.


Computed, not measured: one molecule with the formula C25H37N3O4, with ωB97M-V with the def2-TZVPD basis set.

XYZ file:
```
69
Properties=species:S:1:pos:R:3
C -2.873 -2.402 1.110
H -3.003 -1.723 0.270
H -3.858 -2.668 1.487
H -2.383 -3.306 0.761
C -2.050 -1.758 2.223
C -1.840 -2.736 3.375
H -2.801 -3.083 3.747
H -1.308 -2.255 4.193
H -1.266 -3.592 3.034
H -2.590 -0.881 2.601
C -0.695 -1.228 1.705
N -0.867 -0.030 0.906
C -0.911 1.206 1.447
O -0.773 1.431 2.628
C -1.108 2.328 0.408
N -0.309 2.056 -0.773
C 1.040 1.933 -0.665
O 1.749 1.546 -1.570
O 1.437 2.278 0.566
C 2.838 2.301 0.934
C 3.612 3.257 0.028
H 3.620 2.887 -0.994
H 4.635 3.346 0.381
H 3.148 4.241 0.041
C 2.819 2.808 2.376
H 2.137 2.202 2.967
H 3.815 2.757 2.805
H 2.470 3.837 2.407
C 3.423 0.891 0.868
H 4.460 0.910 1.192
H 3.382 0.520 -0.153
H 2.863 0.227 1.525
C -0.951 1.781 -2.046
C -2.198 0.968 -1.864
C -2.537 -0.091 -2.692
C -3.725 -0.772 -2.488
C -4.569 -0.404 -1.453
C -4.224 0.641 -0.611
C -3.041 1.334 -0.814
C -2.592 2.474 0.046
H -3.177 2.531 0.965
H -2.727 3.412 -0.501
H -4.875 0.920 0.205
H -5.493 -0.938 -1.295
H -3.991 -1.594 -3.135
H -1.874 -0.375 -3.496
H -0.221 1.271 -2.679
H -1.212 2.735 -2.529
H -0.757 3.252 0.885
H -1.151 -0.157 -0.055
C 0.115 -2.264 0.911
O -0.035 -3.463 1.022
N 1.009 -1.719 0.062
H 1.181 -0.725 0.079
C 1.853 -2.521 -0.795
C 2.159 -1.816 -2.131
H 1.876 -0.764 -2.089
H 1.597 -2.279 -2.942
C 3.672 -1.958 -2.354
H 3.913 -2.188 -3.391
H 4.176 -1.028 -2.092
C 4.109 -3.069 -1.399
H 3.894 -4.045 -1.835
H 5.170 -3.022 -1.163
C 3.225 -2.842 -0.180
H 3.583 -1.982 0.387
H 3.177 -3.701 0.486
H 1.309 -3.455 -0.960
H -0.099 -0.930 2.579
```

The molecular weight comes out at 443.59 g/mol. As for the energy above the lowest of the compared OMol25 structures with the same formula, charge and spin: 0.00 kcal/mol. As for the multiplicity: 1. Its structure (SMILES) is CC(C)[C@H](NC(=O)[C@@H]1Cc2ccccc2CN1C(=O)OC(C)(C)C)C(=O)NC1CCCC1. The value obtained for the LUMO energy is 0.635 eV.


Computed, not measured: C25H38BN10O3PSeTeW as an isolated structure at a distorted geometry, with ωB97M-V with the def2-TZVPD basis set.

XYZ file:
```
81
Properties=species:S:1:pos:R:3
W 0.335 -0.148 0.646
C -0.692 1.006 -2.684
C -1.543 1.357 -1.523
C -2.588 2.278 -1.458
C -2.933 2.355 -0.126
N -2.157 1.508 0.575
N -1.312 0.857 -0.293
B -1.832 1.326 2.067
N -0.289 1.754 2.177
C 0.136 2.747 3.010
C 1.147 3.450 2.406
C 1.346 2.836 1.158
C 2.274 3.175 0.056
N 0.483 1.825 1.039
N -1.955 -0.194 2.340
C -2.912 -0.840 3.030
C -2.868 -2.177 2.702
C -1.845 -2.301 1.759
C -1.421 -3.537 1.055
N -1.288 -1.086 1.542
N -2.644 2.052 3.094
C -3.783 2.809 3.088
C -4.095 3.108 4.383
C -3.071 2.500 5.167
C -2.919 2.519 6.627
N -2.225 1.874 4.363
H -0.434 1.917 -3.225
H -1.220 0.366 -3.385
H 0.231 0.521 -2.342
H -3.016 2.812 -2.280
H -3.673 2.978 0.334
H -0.314 2.881 3.974
H 1.660 4.310 2.785
H 2.208 4.241 -0.168
H 2.022 2.590 -0.834
H 3.307 2.963 0.330
H -3.562 -0.322 3.701
H -3.485 -2.967 3.079
H -2.281 -4.190 0.935
H -0.678 -4.081 1.639
H -1.005 -3.311 0.075
H -4.307 3.063 2.193
H -4.919 3.689 4.739
H -3.585 3.242 7.088
H -1.889 2.727 6.905
H -3.157 1.536 7.040
C 3.957 2.014 3.716
C 3.002 0.901 4.085
O 2.192 0.495 2.948
P 2.808 -0.503 1.849
O 2.439 0.108 0.515
Te 5.035 -1.274 2.111
O 1.646 -1.715 1.944
C 1.699 -2.656 3.058
C 0.766 -2.241 4.178
H 4.660 2.172 4.529
H 3.424 2.940 3.525
H 4.525 1.751 2.823
H 2.283 1.205 4.847
H 3.559 0.033 4.453
H 2.737 -2.711 3.411
H 1.430 -3.630 2.637
H 0.960 -1.217 4.494
H 0.918 -2.888 5.038
H -0.274 -2.331 3.871
C -1.993 -2.289 -2.559
N -0.740 -2.651 -3.166
C -0.619 -3.198 -4.410
C 0.703 -3.434 -4.628
N 1.377 -3.028 -3.521
C 2.800 -3.113 -3.335
C 0.493 -2.543 -2.626
Se 1.134 -1.904 -0.916
H -2.632 -1.790 -3.289
H -1.809 -1.622 -1.713
H -2.525 -3.177 -2.211
H -1.467 -3.371 -5.040
H 1.194 -3.857 -5.480
H 3.270 -3.376 -4.281
H 3.036 -3.872 -2.585
H 3.192 -2.157 -2.982
```

The molecular weight comes out at 958.83 g/mol. Its expectation value of S² is 0.76. As for the multiplicity: 2. As for the total charge: +3. The value obtained for the LUMO energy (alpha / beta) is -9.826 / -11.245 eV.


Computed, not measured: C25H38CdCl2F4O28S as an isolated structure at a distorted geometry, with ωB97M-V with the def2-TZVPD basis set.

XYZ file:
```
99
Properties=species:S:1:pos:R:3
Cd 0.229 0.851 2.449
S 0.037 0.435 -0.064
O 1.126 0.949 0.737
O 0.294 -0.890 -0.575
O -1.000 0.414 1.016
O -0.331 1.394 -1.037
C -0.846 -2.574 4.830
O 0.181 -3.116 4.065
C 0.898 -2.288 3.196
O 0.705 -1.061 3.020
O 1.856 -3.007 2.654
C 2.883 -2.371 1.909
H -0.434 -1.894 5.576
H -1.305 -3.371 5.416
H -1.735 -2.162 4.352
H 3.550 -1.733 2.488
H 2.466 -1.803 1.077
H 3.543 -3.074 1.400
C -2.548 4.045 2.382
O -1.516 4.477 1.485
C -0.283 4.001 1.686
O 0.034 3.026 2.426
O 0.554 4.685 0.923
C 1.880 4.335 0.775
H -3.534 4.480 2.223
H -2.238 4.239 3.409
H -2.654 2.968 2.253
H 2.329 4.003 1.711
H 2.420 5.208 0.408
H 1.989 3.549 0.027
C -1.260 0.474 7.331
O -0.868 0.752 5.969
C -1.711 0.893 4.932
O -1.327 0.815 3.792
O -2.998 1.083 5.331
C -4.028 1.161 4.415
H -1.887 -0.417 7.315
H -1.850 1.340 7.633
H -0.298 0.267 7.798
H -4.296 0.140 4.145
H -3.716 1.777 3.571
H -4.836 1.777 4.809
C 3.525 -6.509 -4.483
O 2.847 -6.088 -3.338
C 2.487 -4.913 -3.173
O 2.453 -4.016 -4.019
O 2.302 -4.709 -1.854
C 1.930 -3.348 -1.539
H 2.829 -6.565 -5.320
H 3.833 -7.554 -4.479
H 4.326 -5.824 -4.762
H 1.948 -3.150 -0.467
H 0.877 -3.233 -1.793
H 2.496 -2.629 -2.131
C -3.474 0.891 -1.493
C -3.525 1.926 -0.392
O -4.317 1.276 0.511
C -4.335 -0.098 0.323
O -4.793 -0.914 1.114
O -3.666 -0.373 -0.838
F -4.008 3.129 -0.762
H -2.466 0.944 -1.903
H -4.228 0.993 -2.274
H -2.541 2.095 0.043
C -0.113 3.832 -1.996
C -0.615 3.138 -3.235
O -0.161 3.999 -4.241
C 0.248 5.171 -3.760
O 0.784 6.063 -4.527
O 0.104 5.172 -2.488
F -1.961 3.170 -3.264
H 0.755 3.325 -1.575
H -0.839 3.841 -1.182
H -0.184 2.144 -3.352
C 3.153 0.208 -1.982
C 3.931 1.015 -0.972
O 5.152 1.243 -1.607
C 5.263 0.404 -2.686
O 6.236 0.128 -3.348
O 4.118 -0.257 -2.830
F 4.067 0.297 0.155
H 2.467 0.898 -2.474
H 2.561 -0.534 -1.446
H 3.349 1.915 -0.775
C 0.438 -0.881 -3.754
C -1.010 -0.899 -3.352
O -1.449 -2.073 -4.023
C -0.554 -2.568 -4.855
O -0.667 -3.550 -5.586
O 0.466 -1.705 -4.858
F -1.708 0.057 -3.859
H 1.085 -1.227 -2.948
H 0.708 0.160 -3.931
H -1.133 -0.982 -2.272
C -1.644 -3.224 0.165
Cl -2.239 -3.777 -1.438
Cl -2.031 -4.257 1.510
H -0.558 -3.133 0.141
H -1.994 -2.223 0.418
```

The molecular weight comes out at 1077.93 g/mol. As for the energy above the lowest of the compared OMol25 structures with the same formula, charge and spin: 100.85 kcal/mol. As for the multiplicity: 1. The value obtained for the LUMO energy is -0.604 eV.


Computed, not measured: C25H38CdN2OP as an isolated structure at a distorted geometry, with ωB97M-V with the def2-TZVPD basis set.

XYZ file:
```
68
Properties=species:S:1:pos:R:3
Cd -0.259 -0.301 -0.584
C 1.409 -1.155 -3.215
C 2.111 -0.053 -2.411
C 1.862 1.347 -2.930
C 2.514 1.698 -4.106
C 2.428 2.979 -4.610
C 1.767 3.941 -3.864
C 1.109 3.647 -2.676
C 0.664 4.846 -1.850
C 1.329 4.863 -0.466
C 1.061 2.293 -2.257
N 0.238 1.790 -1.229
C -0.818 2.417 -0.784
C -1.627 1.923 0.267
C -2.716 2.543 0.900
C -3.092 1.706 1.944
C -2.225 0.609 1.909
N -1.344 0.728 0.907
H 1.675 -2.141 -2.829
H 1.708 -1.113 -4.261
H 0.320 -1.042 -3.186
H 3.188 -0.226 -2.459
H 1.855 -0.123 -1.350
H 3.117 0.954 -4.614
H 2.914 3.243 -5.539
H 1.785 4.970 -4.203
H -0.417 4.947 -1.754
H 0.988 5.736 -2.387
H 1.013 4.026 0.156
H 1.085 5.785 0.061
H 2.411 4.806 -0.579
H -1.146 3.350 -1.226
H -3.152 3.492 0.628
H -3.876 1.872 2.665
H -2.218 -0.250 2.564
C -3.314 -3.611 -3.208
C -2.039 -2.829 -2.892
C -1.018 -3.730 -2.187
P -2.282 -1.253 -1.938
C -2.825 0.035 -3.162
C -1.612 0.514 -3.975
C -3.941 -0.373 -4.124
C -3.614 -1.394 -0.655
C -3.266 -2.520 0.325
C -5.063 -1.480 -1.129
H -3.058 -4.456 -3.851
H -4.055 -3.010 -3.730
H -3.765 -4.015 -2.302
H -1.602 -2.477 -3.833
H -1.461 -4.202 -1.309
H -0.130 -3.178 -1.873
H -0.695 -4.522 -2.864
H -3.174 0.857 -2.525
H -1.356 -0.211 -4.750
H -0.731 0.678 -3.356
H -1.843 1.458 -4.471
H -3.581 -1.116 -4.837
H -4.247 0.504 -4.697
H -4.821 -0.765 -3.621
H -3.499 -0.444 -0.122
H -3.494 -3.499 -0.097
H -3.856 -2.404 1.235
H -2.209 -2.500 0.603
H -5.242 -2.335 -1.780
H -5.374 -0.570 -1.639
H -5.701 -1.594 -0.250
O 0.615 -1.930 2.065
C 0.892 -1.811 0.988
```

The molecular weight comes out at 525.98 g/mol. As for the energy above the lowest of the compared OMol25 structures with the same formula, charge and spin: 7.51 kcal/mol. As for the multiplicity: 1. As for the total charge: +1. The value obtained for the LUMO energy is -3.463 eV.


Energy list, top to bottom, in eV: -68649.849 -61749.657 -39189.073 -131994.350 -135183.094 -45417.016